{"formula": "C16H26N2O2S", "method": "wB97M-V/def2-TZVPD", "species": ["C", "C", "H", "H", "C", "C", "C", "C", "C", "C", "C", "H", "H", "S", "O", "O", "N", "H", "C", "H", "C", "N", "C", "C", "H", "H", "H", "H", "H", "C", "C", "H", "H", "C", "H", "H", "H", "H", "H", "H", "H", "H", "H", "H", "H", "H", "H"], "coordinates": [[-3.420, -2.943, 3.092], [-1.935, -3.250, 3.225], [-1.501, -2.611, 3.996], [-1.804, -4.288, 3.536], [-1.178, -3.032, 1.906], [-1.205, -1.589, 1.496], [-0.371, -0.670, 2.126], [-0.411, 0.670, 1.782], [-1.289, 1.089, 0.803], [-2.129, 0.198, 0.167], [-2.085, -1.141, 0.515], [-2.738, -1.846, 0.023], [-2.812, 0.569, -0.580], [-1.345, 2.806, 0.322], [-0.509, 3.568, 1.209], [-2.716, 3.193, 0.156], [-0.681, 2.760, -1.216], [-1.264, 3.283, -1.849], [0.738, 3.043, -1.320], [0.945, 3.501, -2.288], [1.561, 1.754, -1.194], [1.469, 0.961, -2.418], [0.534, -0.139, -2.384], [0.908, -1.325, -1.484], [1.024, -1.008, -0.451], [1.836, -1.786, -1.813], [0.121, -2.073, -1.521], [0.419, -0.495, -3.413], [-0.425, 0.271, -2.059], [2.816, 0.661, -2.887], [3.738, 0.875, -1.687], [3.731, -0.004, -1.041], [4.765, 1.090, -1.976], [3.055, 2.048, -0.993], [3.317, 2.980, -1.497], [3.313, 2.137, 0.060], [3.073, 1.374, -3.681], [2.880, -0.345, -3.303], [1.169, 1.196, -0.334], [1.026, 3.732, -0.517], [0.222, 1.402, 2.260], [0.314, -1.009, 2.889], [-1.632, -3.649, 1.129], [-0.143, -3.354, 2.038], [-3.574, -1.904, 2.809], [-3.875, -3.577, 2.334], [-3.929, -3.121, 4.036]], "atomic_forces_ev_per_a": [[0.195, -0.026, 0.148], [-0.122, -0.072, -0.181], [0.072, -0.045, 0.055], [0.060, 0.021, 0.066], [0.012, 0.001, 0.277], [0.080, -0.019, -0.062], [-0.103, -0.013, -0.084], [0.069, 0.119, 0.120], [0.059, 0.537, -0.021], [-0.134, -0.068, -0.041], [0.053, 0.148, 0.008], [-0.070, -0.077, -0.055], [-0.129, -0.048, -0.141], [-0.082, 0.043, -0.406], [0.127, -0.383, -0.056], [-0.017, -0.213, -0.198], [-0.597, 0.088, 0.651], [-0.258, 0.108, -0.005], [0.803, -0.233, 0.502], [-0.059, -0.031, 0.022], [-0.096, 0.510, -0.073], [0.073, 0.073, 0.103], [-0.128, -0.287, 0.004], [-0.011, 0.326, -0.194], [0.010, -0.012, 0.154], [0.117, -0.094, -0.009], [-0.071, -0.142, 0.028], [-0.146, -0.004, 0.055], [-0.005, -0.111, -0.127], [0.198, 0.106, -0.129], [-0.102, 0.072, -0.126], [0.008, -0.053, 0.024], [0.074, -0.040, 0.013], [-0.160, -0.230, -0.013], [0.041, 0.117, -0.002], [0.015, 0.099, 0.044], [0.147, -0.149, -0.024], [-0.026, -0.019, -0.046], [0.111, -0.023, -0.046], [0.072, 0.054, -0.206], [0.112, 0.030, 0.095], [0.079, -0.028, 0.085], [0.048, -0.041, -0.047], [0.007, -0.032, -0.095], [-0.104, 0.082, -0.018], [-0.102, -0.053, -0.096], [-0.117, 0.013, 0.046]], "mulliken_charge": [-1.118, -0.376, 0.327, 0.381, -1.459, 0.794, -0.564, -0.300, 0.108, -0.890, -0.580, 0.436, 0.440, 1.499, -0.706, -0.761, -0.182, 0.324, -1.643, 0.401, 1.270, 0.109, -0.590, -0.943, 0.133, 0.387, 0.369, 0.394, 0.301, -0.834, -0.591, 0.264, 0.419, -0.765, 0.347, 0.371, 0.381, 0.379, -0.563, 0.316, 0.544, 0.443, 0.416, 0.374, 0.273, 0.282, 0.380], "smiles": "CCCc1ccc(S(=O)(=O)NC[C@@H]2CCCN2CC)cc1", "e_tot_ha": -1283.44306}